1) 23
Properties=species:S:1:pos:R:3 method="wB97M-V/def2-TZVPD" lumo_energy_ev=0.6 charge=0 smiles="CC(=O)C=C=NC(C)(C)C" e_homo_ha=-0.33653
C 1.8733 -0.6109 -1.2792
C 1.5369 1.6103 -0.1599
C 2.8919 -0.1452 1.0867
C -0.6188 -0.4764 0.4779
H 1.0659 -0.2948 -1.9342
H 3.8248 0.3100 0.5376
C 1.7344 0.0834 0.1287
H -4.5192 -1.0975 0.6248
H 2.5701 0.4503 1.8783
C -4.2184 -0.4130 -0.1020
H 0.8979 2.1201 0.5146
C -1.8806 -0.8368 0.3721
H -2.0029 -1.8318 0.2548
H 1.2147 1.8832 -1.0713
H 1.8444 -1.6542 -1.1111
H 2.4868 2.0633 -0.1260
C -2.8567 0.1640 0.1512
N 0.5249 -0.1864 0.8813
H 2.8948 -1.1449 1.2200
H -5.0748 0.1803 0.0182
O -2.7069 1.3720 0.0867
H 2.9079 -0.5133 -1.5123
H -4.3904 -1.0319 -0.9371

***

2) 23
Properties=species:S:1:pos:R:3 method="wB97M-V/def2-TZVPD" lumo_energy_ev=0.9 charge=0 e_homo_ha=-0.31926
H -0.8658 1.2656 1.2799
O 1.3882 -1.5933 0.6020
H -0.9281 0.5454 2.9162
H -2.2560 -1.9842 0.5264
H 2.1371 -1.2211 -0.0666
C -0.6463 -0.7728 1.3713
C 1.6524 0.8963 -0.6545
H -2.6454 -0.9464 1.9668
C -0.4206 0.5894 1.9802
C -2.1128 -1.0082 1.0506
C 1.7164 1.6498 -1.7769
H -2.6101 -0.1145 0.3962
C 0.0501 0.2373 -2.0717
H 0.6740 0.9200 2.1939
H 2.4077 2.4336 -1.8668
H -0.8983 -0.2488 -2.3113
N 0.5494 0.0700 -0.7994
H 0.3609 1.7974 -3.5067
H -0.5018 -2.0270 -0.8294
H -0.3253 -1.5424 1.9388
H 2.2843 0.8725 0.2404
C 0.2681 -1.0278 0.1204
C 0.7218 1.2090 -2.7000

***

Short version: 1) is the most stable of them.

***

1) 29
Properties=species:S:1:pos:R:3 method="wB97M-V/def2-TZVPD" lumo_energy_ev="0.0 / -4.7" charge=0 e_homo_ha="-0.17465 / -0.33118" spin_multiplicity=3
C -1.0786 -0.4815 0.3861
N -5.6612 -1.0536 -1.2717
H 1.5175 0.2108 0.8705
C 0.1065 -0.8713 -0.4708
C -3.5533 -0.5868 -0.0292
H -5.9681 0.9101 1.5024
H -1.1731 0.6582 0.3335
C 1.4637 -0.6712 0.2796
H 3.1162 -1.3775 -1.3647
H -2.2620 -2.0257 -0.6364
N -2.6197 2.8262 -0.2570
H 0.1716 -1.9397 -0.6360
H -3.6294 0.7773 1.8722
H 5.5311 0.9007 0.1617
H 1.6572 -1.6534 0.7706
H -1.0099 -0.6962 1.4543
C 2.6366 -0.4799 -0.7643
C -3.2029 1.9736 0.1977
C -4.7311 -1.0396 -0.6115
H 5.4850 -0.4036 -0.7393
H 5.0040 1.1874 -1.3651
O 3.5891 0.2944 -0.0846
H -5.5994 1.5380 -0.2025
C 4.9105 0.4908 -0.5762
N -5.3065 1.3735 0.8246
H 0.1411 -0.2289 -1.5280
C -2.3434 -1.0578 -0.1171
C -3.9843 0.9522 0.8242
H 2.2229 0.2270 -1.5385

***

2) 29
Properties=species:S:1:pos:R:3 method="wB97M-V/def2-TZVPD" lumo_energy_ev="0.8 / -2.7" charge=0 e_homo_ha="-0.09476 / -0.29135" spin_multiplicity=3
H -0.4568 2.4409 -1.3537
H -1.4460 0.0782 1.5034
H 3.2877 -3.8723 3.3509
N 1.9862 -1.4169 1.6153
C 0.5364 0.2574 0.8158
H -2.9842 2.0961 -2.2306
C -1.6147 0.6359 -1.3430
C -0.7423 1.6399 -0.5893
H 2.6953 0.4788 -0.9424
H 3.4626 -1.1021 -0.4940
H -3.1193 0.4379 -2.8259
H -1.1376 2.1566 0.3333
H -0.8874 -0.2398 -1.7963
O 0.5193 1.1326 -0.1762
N 1.4212 -2.8398 3.1584
C -0.4369 -0.1289 1.6163
H -2.2504 0.0795 -0.5689
H -1.6253 1.4652 -3.3101
C 2.7369 -3.0959 2.8273
H 4.0657 -2.2763 1.3048
H 1.7134 -0.9212 -1.0935
C -0.2084 -1.0254 2.7710
H -1.1521 -1.7587 2.9943
C -2.3497 1.2161 -2.5471
C 1.0236 -1.8279 2.4747
H -0.0581 -0.5530 3.6760
C 2.5431 -0.4910 -0.5768
N 1.9974 -0.2938 0.8320
C 3.0612 -2.1862 1.8396

***

Short version: 2) is the most stable of them.

***

1) 19
Properties=species:S:1:pos:R:3 method="wB97M-V/def2-TZVPD" lumo_energy_ev=0.5 charge=0 smiles="[H]/N=C/N.O.O.O.O" e_homo_ha=-0.35067
H -0.7218 -3.0805 2.9359
H 2.1181 0.8179 -3.6285
O -1.1393 1.1081 2.8194
N -0.9049 -0.6075 -0.2993
H -0.2558 1.4814 2.9891
O -0.9280 -2.1439 2.8864
H 0.6549 0.6071 -3.1611
H -0.8025 -1.9154 1.9585
H 1.4162 -1.4125 -1.0559
H -1.2022 0.2775 3.3228
H 0.6765 1.0799 -1.3831
O 1.1879 1.0194 -3.8301
N -0.1330 1.3929 -0.8800
O 2.2731 -1.0322 -1.3153
H 2.4659 -0.5135 -0.5078
H -0.3454 2.3611 -1.0612
H -1.8514 1.2306 0.2601
C -1.0792 0.6508 -0.2375
H -1.4290 -1.3211 0.1877

***

2) 19
Properties=species:S:1:pos:R:3 method="wB97M-V/def2-TZVPD" lumo_energy_ev=0.7 charge=0 smiles="[H]/N=C/N.O.O.O.O" e_homo_ha=-0.33018
O 1.4212 -0.8298 1.5581
O -1.9913 2.1261 1.0923
H -2.3333 2.7658 1.7183
H 0.8188 -4.9910 -0.4559
H 1.2750 -1.2756 2.3946
H 2.2945 -0.4665 1.5978
H 0.6442 -6.4046 -0.0235
N 0.7799 0.8900 -1.3096
H 0.9588 1.1324 0.9420
C -0.3461 0.8555 -1.9332
O 0.6904 1.9280 1.4197
O 0.1737 -5.5612 -0.0155
H 1.3105 0.1140 -1.6834
H 1.1439 2.5599 0.8760
H -0.3995 0.2597 -2.8562
H -1.1185 1.8815 1.4232
N -1.4756 1.5334 -1.6854
H -1.5274 2.2135 -0.9463
H -2.3192 1.2690 -2.1130

***

Short version: 2) is the most stable of them.

***

1) 18
Properties=species:S:1:pos:R:3 method="wB97M-V/def2-TZVPD" lumo_energy_ev=0.6 charge=0 smiles=C[C@H](N)CSS.O e_homo_ha=-0.32275
H 1.9638 1.9762 1.1508
H 1.1373 -1.3887 1.0484
H 2.5321 0.3800 0.7711
O -2.1495 -2.5460 -0.2366
H 0.9300 0.8247 -1.1590
C 1.7772 0.9251 1.3495
H 1.9251 0.6775 2.3998
C 0.3845 0.5124 0.9023
S -1.2312 1.4434 -3.0782
C 0.1175 1.0740 -0.4856
H -2.1764 -3.4456 0.1093
H -0.3688 0.5603 -3.6013
H 0.0834 2.1606 -0.4230
H -0.3414 0.9578 1.5911
H -0.3218 -1.3575 0.2816
H -3.0749 -2.3238 -0.3728
N 0.2364 -0.9332 1.0115
S -1.4234 0.5028 -1.2590

***

2) 18
Properties=species:S:1:pos:R:3 method="wB97M-V/def2-TZVPD" lumo_energy_ev=0.4 charge=0 smiles=C[C@@H](N)CSS.O e_homo_ha=-0.34161
C 1.0768 -0.1841 0.5495
H -1.5925 1.6442 0.9284
H -0.9244 -0.4986 2.6455
O -0.1730 1.2611 -2.9594
H -1.1107 -1.8025 1.6480
H -0.9083 0.6727 -2.9465
H -0.7805 -0.4778 -0.5314
H 1.4489 -0.0673 1.6314
N -0.7419 1.3722 0.4645
H -2.4166 -0.5429 1.5399
C -0.3448 -0.0885 0.4958
H -0.2782 1.4801 -2.0036
H -0.0218 1.9428 0.8574
H 1.5012 0.5501 -0.3024
H 2.1866 -1.2825 -2.5419
S 1.5540 -1.9067 0.2217
C -1.2851 -0.6846 1.5890
S 2.8105 -1.3880 -1.2859

***

3) 18
Properties=species:S:1:pos:R:3 method="wB97M-V/def2-TZVPD" lumo_energy_ev=0.3 charge=0 smiles=NCCCSS.O e_homo_ha=-0.32437
H 2.2696 1.7411 -2.2764
S -1.2444 2.1406 -2.4342
H 1.2200 0.1962 2.5924
H 0.8827 -1.3050 2.4033
H 3.1672 0.0096 -0.4115
O -5.7292 -2.9166 0.8158
H 2.7152 1.5821 0.3793
H 1.1301 0.4495 -2.0018
N 1.5291 -0.5579 2.0053
H -1.9492 1.1711 -2.0063
C 2.3457 0.7247 -0.1736
C 1.3340 -0.3183 0.4854
H -5.0167 -2.4169 1.1173
C 1.6682 1.1975 -1.4233
S 0.3030 2.1567 -0.9289
H 1.5392 -1.2745 0.1083
H -6.3171 -2.4700 1.5102
H 0.1526 -0.1099 0.2388

***

4) 18
Properties=species:S:1:pos:R:3 method="wB97M-V/def2-TZVPD" lumo_energy_ev=0.0 charge=0 smiles=CNCCSS.O e_homo_ha=-0.30954
H -1.1854 0.0506 2.3636
H -2.5305 1.4461 -0.8226
H 1.0955 3.0186 -1.0791
C -2.9936 1.1143 0.1322
H -0.3442 0.7321 1.0803
S 0.4490 -1.7434 -0.3031
H 2.1663 0.3262 0.7390
N -2.2295 -0.1951 0.3976
C -1.0784 -0.1784 1.2471
H 2.5556 3.1145 -0.8330
H -2.8131 1.8257 0.9282
H -1.9074 -0.5759 -0.5071
C -0.4654 -1.5973 1.3072
O 1.8504 3.4681 -1.4274
H -4.0101 0.9838 -0.0830
H 0.2582 -1.5519 2.0895
S 1.7886 -0.0881 -0.4884
H -1.0578 -2.4762 1.3051

***

Short version: 1) is the most stable of them.

***

1) 18
Properties=species:S:1:pos:R:3 method="wB97M-V/def2-TZVPD" lumo_energy_ev=0.4 charge=0 smiles=CNCCSS.O e_homo_ha=-0.29340
C -1.0983 -2.0455 1.2023
H 1.5676 -0.1832 -0.8859
O 2.2129 5.8529 -3.0070
S 1.0421 -2.4600 -0.0688
H -0.9900 -2.7362 2.0718
N -0.3681 -0.7447 1.5492
H -1.2174 -1.7930 -0.9330
H 0.0022 1.2310 1.0391
H -1.8402 0.6598 1.7381
H -1.0720 0.2291 0.0011
H 2.0460 5.0556 -2.4326
C -0.9413 0.4828 1.0095
H -0.9464 -3.5565 -0.5224
C -0.6815 -2.5023 -0.2665
H 2.9200 6.2856 -2.6816
H 0.1035 -0.6819 2.5160
H -2.1992 -1.7449 1.2982
S 1.4600 -1.3486 -1.6275

***

2) 18
Properties=species:S:1:pos:R:3 method="wB97M-V/def2-TZVPD" lumo_energy_ev=0.4 charge=0 smiles=CNCCSS.O e_homo_ha=-0.31665
H 1.7260 1.7929 5.5908
H -0.3390 -1.8693 -2.1111
O 2.4240 1.3613 6.0418
S -1.5872 2.3358 -1.2164
H 0.2273 -3.1793 -1.0278
H -0.7817 -0.7054 0.1134
H 0.0415 1.3077 -2.0188
H -3.7214 1.8650 0.2122
S -3.6292 1.7841 -1.1596
H 2.6878 0.6832 5.4143
H 0.3750 0.6883 0.3139
N 0.9456 -1.1825 -0.7413
H 1.3028 -2.5898 -2.4479
C -0.0944 -0.1530 -0.4354
C -0.7252 0.6379 -1.6263
C 0.5642 -2.2622 -1.6065
H 1.8286 -0.7439 -0.6869
H -1.2447 0.2291 -2.6086

***

Short version: 2) is the most stable of them.

***

1) 15
Properties=species:S:1:pos:R:3 method="wB97M-V/def2-TZVPD" lumo_energy_ev=-0.3 charge=0 e_homo_ha=-0.28001
C 1.0478 -0.9063 0.3223
S -0.2817 2.2773 -0.5047
H 1.8499 -1.5877 0.5493
H -1.2806 0.0188 1.0425
C -1.1556 -0.7110 -0.9594
H -1.5999 -0.9080 -1.8892
H 0.2874 2.1973 1.6647
C 0.2502 1.4449 0.9067
C -1.7726 -0.0831 0.0546
H 1.2326 0.1079 2.0825
Cl -3.2287 0.6539 -0.0541
H -0.0874 1.2723 -1.3170
C 0.1271 -1.2813 -0.7376
H 0.3063 -2.1595 -1.3126
C 0.9214 0.2614 1.1175

***

2) 15
Properties=species:S:1:pos:R:3 method="wB97M-V/def2-TZVPD" lumo_energy_ev=0.8 charge=0 smiles=C#C[C@H]1[C@@H](S)C[C@@H]1Cl e_homo_ha=-0.34098
H 0.3007 -0.4424 1.9183
H 2.5323 -1.2767 -1.3637
H 2.1816 3.4240 0.4688
C 0.8270 1.7088 -0.1697
C -0.3299 -0.7920 1.0789
H -1.4133 1.1651 1.1574
Cl -2.6905 -0.2082 -0.2600
C -0.0518 0.6095 -0.5739
C 0.4649 -0.8279 -0.2525
H -0.8508 -1.7009 1.4111
C -1.1600 0.3640 0.4926
S 2.2296 -1.1822 -0.0690
H -0.4095 0.7401 -1.5849
C 1.5333 2.6166 0.1703
H 0.0230 -1.5286 -0.9579

***

Short version: 2) is the most stable of them.

***

1) 16
Properties=species:S:1:pos:R:3 method="wB97M-V/def2-TZVPD" lumo_energy_ev="0.3 / 0.3" charge=0 e_homo_ha="-0.27165 / -0.27161"
H -1.4212 -0.9805 1.0894
H -0.6633 -2.1916 -0.7789
H 0.6552 2.4869 1.1210
H 0.5462 -1.5290 -1.9307
C -0.6755 1.0642 1.4237
H 1.4358 0.9216 -0.9796
O 1.3901 -3.5880 0.4376
C -0.0006 -1.3276 -1.0049
N -0.0125 -0.2682 -0.2198
O 2.3452 -1.4677 1.1037
C -0.8734 -0.1603 0.8607
C 0.6320 0.8869 -0.3277
H -0.9587 1.5949 2.2665
S 2.0974 -2.4127 0.0604
O 2.9240 -2.3001 -1.1515
N 0.1973 1.7134 0.6710

***

2) 16
Properties=species:S:1:pos:R:3 method="wB97M-V/def2-TZVPD" lumo_energy_ev=0.2 charge=0 e_homo_ha=-0.32758
H 1.0748 -1.3483 2.5687
H 0.6190 -2.3696 1.2508
C -0.0739 -0.6604 -1.3251
N -0.3303 0.5952 -1.6327
H 0.0411 2.5171 -0.9506
O 1.0325 1.8661 1.3063
C 1.0439 -1.2838 1.4631
N -0.2752 1.5285 -0.5548
O -0.6071 1.1062 -2.8921
C 0.0729 -0.3340 0.8499
S -1.6777 -0.7572 1.2081
O -0.0603 -1.6388 -1.9648
H -1.4729 0.5951 -3.3309
H -1.9221 0.1857 2.0972
C 0.3728 1.0981 0.6445
H 2.1626 -1.0999 1.2625

***

Short version: 1) is the most stable of them.

***

1) 34
Properties=species:S:1:pos:R:3 method="wB97M-V/def2-TZVPD" lumo_energy_ev=-0.1 charge=0 e_homo_ha=-0.39321
O 0.0040 2.8260 0.4294
H -1.6183 -0.2004 2.6432
O 2.4245 0.3650 1.3586
O 0.4984 -2.9311 -1.3348
O -2.2202 2.4655 1.9533
O -0.0987 0.9209 2.9046
H 3.7157 -2.0153 -0.2672
H -0.8250 2.4737 0.7535
O 2.9688 -1.5977 -0.6960
H -2.2333 -1.8646 0.7874
O 3.2191 1.6272 -1.7554
Ne -0.1816 0.0940 -0.0737
H -2.3604 -1.4102 -0.6511
H -1.8783 1.8232 2.5753
O 1.0690 -0.1139 -3.0062
H 3.1391 2.0103 -0.8819
H 0.1654 -3.1740 -2.1987
O -2.4738 -2.1743 -0.0858
O -1.8446 -0.6302 -2.1454
H 2.8617 0.7439 -1.6637
O -2.3490 -0.6891 2.2645
H -0.2739 -2.6306 -0.8557
H -0.2262 3.2683 -0.3876
H 2.2936 -2.2760 -0.7161
H 0.4421 -0.7345 -2.6348
H -2.9464 2.0169 1.5201
H -2.6541 -0.1241 -2.2147
H 0.5446 0.6577 -3.2206
H 2.7313 -0.1639 0.6221
H 0.5207 0.7283 2.2007
H -2.0486 -1.4674 -2.5622
H -2.9971 -0.7348 2.9675
H 2.3420 1.2491 1.0012
H 0.2896 1.6618 3.3699

***

2) 34
Properties=species:S:1:pos:R:3 method="wB97M-V/def2-TZVPD" lumo_energy_ev=-0.7 charge=0 e_homo_ha=-0.35544
H -6.6817 16.3113 -6.6564
O -9.4876 16.3365 -4.6815
O -4.8584 17.0082 -7.3945
O -6.3163 18.8916 -0.8718
H -8.0684 19.4065 -7.2753
O -8.7629 18.7995 -7.0195
H -8.3586 17.9338 -7.0781
O -6.9258 20.6620 -7.7019
H -2.9558 16.9180 -1.9169
O -5.3544 20.7423 -2.7663
O -8.2612 17.1180 -2.2115
H -3.8643 16.2043 -5.8322
O -2.5834 16.6337 -2.7516
H -6.4141 19.1021 0.0568
H -7.6040 15.7896 -7.7378
H -8.9528 16.6434 -3.9493
O -7.5173 15.8631 -6.7873
H -4.4532 17.8541 -7.5853
H -4.3988 20.7237 -2.8184
H -5.4522 18.4847 -0.9359
O -6.0842 21.7903 -5.2202
H -5.0386 16.6289 -8.2546
H -7.8834 16.2623 -2.0085
O -3.4068 15.5193 -5.3447
H -5.5671 20.1488 -2.0460
H -7.9384 17.6934 -1.5180
H -2.9147 15.9908 -4.6727
Ne -5.7949 18.2313 -4.4850
H -5.7884 21.3077 -4.4483
H -7.0395 21.7770 -5.1600
H -6.2171 20.1008 -8.0167
H -1.7064 16.3213 -2.5290
H -8.8799 15.8429 -5.2322
H -6.5861 21.0471 -6.8941

***

Short version: 1) is the most stable of them.

***

1) 32
Properties=species:S:1:pos:R:3 method="wB97M-V/def2-TZVPD" lumo_energy_ev=2.7 charge=-1 e_homo_ha=-0.26075
O -12.1740 -2.9652 -29.5983
H -15.7940 -1.7699 -30.8617
O -15.1602 -6.4164 -29.2746
H -14.9993 -5.5006 -29.3525
H -14.4865 -7.3485 -31.9093
H -14.2683 -3.5697 -29.6059
F -14.4001 -3.5950 -32.9930
O -18.3603 -5.1174 -30.1096
H -12.0170 -2.7584 -30.5055
H -18.0421 -4.6183 -29.3759
F -16.1544 -4.1859 -31.7853
H -14.0140 -2.1364 -32.1570
O -11.4511 -4.7774 -33.5309
B -14.9879 -4.6184 -32.2977
H -12.2878 -5.9513 -31.3001
H -16.3042 -1.5094 -29.4824
O -14.1695 -1.4423 -31.5207
H -15.9515 -6.5657 -29.7295
H -14.4132 -7.4815 -30.4824
H -14.4621 -0.6041 -31.8652
O -11.5823 -5.8476 -30.7107
F -14.0414 -4.9153 -31.2834
H -12.2791 -4.9398 -33.9008
O -14.9889 -3.6782 -28.9734
H -11.5283 -3.8968 -33.1629
O -16.5938 -1.7712 -30.3623
H -10.8372 -6.1889 -31.2076
H -12.0034 -3.8751 -29.5885
O -14.1030 -7.9495 -31.2658
F -15.1864 -5.8307 -32.9339
H -18.0417 -4.5505 -30.8142
H -15.6738 -3.2610 -29.5377

***

2) 32
Properties=species:S:1:pos:R:3 method="wB97M-V/def2-TZVPD" lumo_energy_ev=2.8 charge=-1 e_homo_ha=-0.28227
F -2.3026 -5.4320 7.1936
H -5.7910 -5.0010 7.7237
H 0.3727 -0.7217 9.7036
H 0.1295 -4.2462 5.8243
H -4.7900 -5.5141 4.9272
H -4.6407 -1.3882 10.1157
H -0.9123 -7.3953 8.9768
O 0.3533 -1.6491 9.9566
H -4.0328 -7.5776 8.7274
O -2.4015 -0.5741 6.4172
H -4.3756 -4.7799 7.2029
H -1.1331 -6.7916 7.5886
O -4.1536 -7.0271 9.5079
H 0.8942 -4.5749 7.7617
F -1.1125 -3.9911 8.4708
O 1.5881 -4.2023 7.1981
O -0.5408 -7.3778 8.0894
H -3.8313 -4.3597 4.6891
F -2.7722 -3.1841 7.1751
H -2.8802 -1.4147 6.4279
H -0.3894 -2.0225 9.4628
O -5.3084 -4.6779 6.9555
H 2.3948 -4.2919 7.7117
H -3.4742 -6.3362 9.4267
O -0.6691 -4.3332 5.2872
H -1.3982 -4.1891 5.9125
F -3.3415 -4.5116 8.9895
O -4.5156 -4.8808 4.2568
H -4.5221 -2.8967 9.9372
B -2.3798 -4.2769 7.9834
O -4.9516 -2.2225 10.4795
H -2.9885 0.0367 5.9621

***

Short version: 2) is the most stable of them.

***

1) 8
Properties=species:S:1:pos:R:3 method="wB97M-V/def2-TZVPD" lumo_energy_ev=0.8 charge=0 smiles="C=N.O" e_homo_ha=-0.38032
H -2.4725 1.7179 -1.2347
H 1.9113 -2.2469 1.6248
H 2.7242 -1.4424 -0.1847
C 1.8900 -0.9342 0.2966
H -3.5945 2.3034 -0.3871
N 1.4060 -1.3965 1.3642
O -3.3792 2.0443 -1.2877
H 1.5146 -0.0457 -0.1914

***

2) 8
Properties=species:S:1:pos:R:3 method="wB97M-V/def2-TZVPD" lumo_energy_ev=0.7 charge=0 smiles="C=N.O" e_homo_ha=-0.35160
H 0.9561 0.1127 -0.2876
H 2.5667 0.8990 -0.7327
C 1.6699 0.9202 -0.1219
H -3.2620 -1.7387 -0.0428
O -2.3921 -2.1613 -0.0965
H 0.7448 1.9985 1.1519
N 1.6754 1.6430 0.9283
H -1.9586 -1.6734 -0.7987

***

Short version: 1) is the most stable of them.